[1]
8
Properties=species:S:1:pos:R:3:nbo_charge:R:1 method="wB97M-V/def2-TZVPD" fmax_ev_per_a=11.64 charge=+1 homo_energy_ev="-15.53 / -15.60" e_above_lowest_ev=4.819 total_energy_ha=-333.29434 homo_lumo_gap_ev="7.575 / 7.745"
N 3.58 -0.20 -0.66 0.074
N -1.59 0.91 -0.77 0.010
N -1.78 -0.18 1.05 -0.422
N 0.02 -0.35 -0.21 -0.196
C 1.07 0.06 -0.23 0.693
C -1.14 -0.02 -0.12 0.280
C 2.48 0.29 -0.55 0.102
H -2.64 -0.51 1.50 0.460

=====

[2]
7
Properties=species:S:1:pos:R:3:nbo_charge:R:1 method="wB97M-V/def2-TZVPD" fmax_ev_per_a=4.14 homo_energy_ev=-11.10 e_above_lowest_ev=4.034 total_energy_ha=-641.00778 homo_lumo_gap_ev=10.042
Si -0.20 -0.72 0.28 2.546
F -0.19 -2.29 0.41 -0.619
F -2.13 0.53 -0.88 -0.808
O 0.37 -0.10 -1.09 -1.140
O 0.17 0.01 1.61 -1.101
H -0.41 0.37 -1.57 0.579
H 0.14 0.97 1.59 0.543

=====

[3]
6
Properties=species:S:1:pos:R:3:nbo_charge:R:1 method="wB97M-V/def2-TZVPD" fmax_ev_per_a=2.20 homo_energy_ev=-9.92 e_above_lowest_ev=2.884 total_energy_ha=-8213.81418 homo_lumo_gap_ev=7.865
Br 1.72 -2.22 -0.27 -0.154
Br -0.79 0.73 -0.97 0.767
Br 2.47 1.13 -0.93 -0.101
P 1.05 -0.08 0.23 1.348
O -0.44 1.36 -2.45 -0.851
O 0.75 0.05 1.63 -1.010

=====

[4]
15
Properties=species:S:1:pos:R:3:nbo_charge:R:1 method="wB97M-V/def2-TZVPD" fmax_ev_per_a=4.83 charge=+1 homo_energy_ev="-10.16 / -14.07" e_above_lowest_ev=0.000 total_energy_ha=-1041.29565 homo_lumo_gap_ev="7.239 / 7.043" spin_multiplicity=3
S -1.52 1.56 1.67 -0.286
S 1.44 -1.33 -2.39 0.375
N 1.59 0.17 1.42 -0.765
N -1.21 -0.53 -2.15 -0.780
N 0.22 -0.32 -0.36 -0.512
C 1.37 -0.28 0.23 0.232
C 0.06 -0.75 -1.65 0.077
H 2.24 -0.55 -0.36 0.209
H -0.99 0.46 2.22 0.131
H 0.96 0.85 1.94 0.424
H 2.54 0.01 1.82 0.437
H -2.72 1.45 2.21 0.189
H -1.46 -0.63 -3.11 0.427
H -1.88 -0.03 -1.60 0.409
H -0.64 -0.06 0.10 0.434

=====

[5]
74
Properties=species:S:1:pos:R:3:lowdin_charge:R:1 method="wB97M-V/def2-TZVPD" fmax_ev_per_a=3.47 homo_energy_ev=-6.08 e_above_lowest_ev=0.739 total_energy_ha=-2810.80175 homo_lumo_gap_ev=2.587
Cs 0.64 -4.85 -4.75 1.148
S -3.17 -0.84 2.96 0.564
P 1.13 1.62 -2.54 0.938
F -3.38 2.00 1.17 -0.527
O -2.58 4.49 -2.91 -0.088
O 0.24 8.13 -3.65 -0.043
O 2.32 -4.20 -3.24 -0.707
O 2.65 2.14 -2.05 -0.289
O 0.40 6.19 -2.73 -0.105
O 3.05 -6.66 -0.81 -0.154
O -4.29 -0.29 3.92 -0.251
O -3.79 -1.47 1.81 -0.321
O -0.79 6.45 -4.53 -0.082
O 5.96 -4.11 -4.60 -0.061
O -3.53 -4.49 1.78 0.292
O -2.15 0.15 2.81 -0.266
N 0.02 -4.87 2.39 0.118
N 2.22 -2.56 0.44 0.133
N 1.77 5.12 0.06 0.062
N -0.05 6.93 -3.64 -0.632
N -0.05 2.85 -2.12 -0.132
N -0.65 -3.07 1.01 0.130
C 1.74 -3.55 1.22 -0.029
C 1.21 -1.82 -0.03 -0.183
C -4.90 0.99 3.59 -0.237
C 0.62 0.16 -1.47 -0.348
C -0.84 -0.10 -1.20 -0.167
C 3.23 6.10 1.69 -0.079
C 0.34 -3.80 1.53 -0.334
C -0.20 -2.06 0.21 -0.211
C -5.91 0.87 2.47 -0.085
C 2.80 5.10 -0.79 -0.164
C 2.48 -4.65 -2.00 -0.458
C 4.28 6.07 0.80 -0.083
C 2.00 5.61 1.28 -0.155
C 2.91 -6.21 -2.04 -0.443
C 1.56 -0.67 -0.92 -0.007
C 4.07 5.56 -0.47 -0.061
C -1.16 -1.22 -0.37 -0.035
C -2.56 -2.11 4.02 -0.121
Be -1.46 1.71 -0.31 0.864
H -2.23 -1.40 -0.19 0.106
H 2.61 -0.46 -1.15 0.109
H 3.24 -4.15 -1.38 0.096
H -2.33 5.19 -3.52 0.009
H -5.42 0.62 1.53 0.055
H 5.26 6.44 1.08 0.103
H -0.94 -4.73 2.70 0.048
H 0.47 3.73 -1.93 0.043
H -0.43 2.58 -1.18 -0.058
H 6.57 -4.40 -3.91 0.033
H -6.63 0.08 2.69 0.079
H -4.14 1.73 3.35 0.102
H 2.15 -6.71 -2.68 0.070
H 3.09 1.46 -1.51 0.040
H -3.77 -5.41 1.56 0.192
H 0.64 -4.88 3.20 0.108
H -2.57 -4.30 1.57 0.140
H -2.13 -1.66 4.90 0.083
H 3.81 -6.25 -2.69 0.104
H -6.44 1.81 2.34 0.091
H 1.59 -4.61 -1.33 0.081
H 3.35 6.49 2.70 0.098
H 2.58 4.70 -1.77 0.078
H 1.14 5.60 1.95 0.101
H -1.80 -2.66 3.47 0.035
H -1.74 4.20 -2.54 -0.039
H 2.49 -4.22 1.68 0.124
H 4.87 5.52 -1.20 0.104
H -4.12 -3.85 1.32 0.180
H -3.39 -2.77 4.28 0.071
H -1.63 0.53 -1.66 0.091
H 5.09 -4.19 -4.19 0.011
H -5.40 1.33 4.50 0.123

=====

[6]
14
Properties=species:S:1:pos:R:3:nbo_charge:R:1 method="wB97M-V/def2-TZVPD" fmax_ev_per_a=3.67 homo_energy_ev=-9.53 e_above_lowest_ev=1.087 total_energy_ha=-531.96429 homo_lumo_gap_ev=9.106 smiles="O=C(O)c1ccc(=O)oc1"
O 0.05 -2.14 -1.94 -0.682
O -0.14 -0.24 -3.02 -0.592
O -0.31 1.51 3.07 -0.574
O -0.30 1.64 0.89 -0.455
C -0.03 -0.85 -1.97 0.786
C -0.21 1.11 -0.40 0.252
C 0.10 -0.18 -0.60 -0.280
C 0.32 -0.50 1.82 -0.314
C 0.61 -0.93 0.55 -0.114
C -0.08 0.89 2.01 0.707
H 0.57 -0.91 2.89 0.260
H -0.17 2.07 -1.02 0.248
H -0.12 -2.66 -2.74 0.523
H 1.00 -1.88 0.38 0.235

=====

[7]
18
Properties=species:S:1:pos:R:3:nbo_charge:R:1 method="wB97M-V/def2-TZVPD" fmax_ev_per_a=0.66 charge=-1 homo_energy_ev="0.82 / -3.11" e_above_lowest_ev=1.374 total_energy_ha=-323.17716 homo_lumo_gap_ev="2.573 / 6.485" spin_multiplicity=2
N 1.96 -2.03 -0.89 -0.666
N -1.89 -0.19 0.29 -0.839
N -1.54 2.14 0.57 -0.510
C -1.59 1.08 -0.12 0.292
C 1.79 -0.97 -1.84 -0.446
C 3.06 -1.94 -0.13 -0.499
C -1.88 2.03 1.97 -0.453
H -1.84 -0.34 1.29 0.375
H 0.74 -0.63 -1.84 0.139
H -1.44 1.15 -1.20 0.167
H 3.58 -0.99 0.03 0.093
H 2.03 -1.33 -2.87 0.127
H 3.43 -2.80 0.42 0.129
H 2.45 -0.11 -1.65 0.139
H -1.66 2.98 2.46 0.196
H -2.93 1.79 2.12 0.179
H -1.44 -0.93 -0.24 0.405
H -1.28 1.27 2.49 0.171

=====

[8]
13
Properties=species:S:1:pos:R:3:nbo_charge:R:1 method="wB97M-V/def2-TZVPD" fmax_ev_per_a=3.40 homo_energy_ev="-9.42 / -8.40" e_above_lowest_ev=4.101 total_energy_ha=-2917.84405 homo_lumo_gap_ev="9.002 / 7.510"
Br -2.44 -0.55 0.26 0.060
O -0.38 0.68 -0.85 -0.538
O -0.15 2.92 -0.47 -0.500
C -0.64 -0.51 -0.35 0.311
C 0.75 0.20 1.73 -0.077
C 0.80 1.38 1.10 -0.505
C 0.07 1.78 -0.15 0.780
C -0.02 -1.66 -0.94 -0.732
H 0.32 -0.76 1.33 0.190
H -0.12 -2.53 -0.21 0.256
H -0.56 -1.78 -1.87 0.245
H 1.33 2.14 1.65 0.255
H 1.04 -1.30 -1.22 0.256

=====

[9]
15
Properties=species:S:1:pos:R:3:nbo_charge:R:1 method="wB97M-V/def2-TZVPD" fmax_ev_per_a=0.84 homo_energy_ev=-8.52 e_above_lowest_ev=0.512 total_energy_ha=-630.83818 homo_lumo_gap_ev=9.115 smiles=CSC.O.O
S -2.55 0.21 2.25 0.169
O 4.09 0.77 -1.58 -0.938
O 4.83 0.57 -5.83 -0.938
C -3.55 -0.70 1.07 -0.749
C -1.64 -1.15 3.04 -0.730
H -0.74 -0.80 3.51 0.229
H -2.23 -1.71 3.77 0.209
H -4.62 -0.58 1.22 0.222
H -3.28 -0.42 0.06 0.220
H -3.37 -1.76 1.17 0.218
H 4.80 0.17 -4.95 0.469
H 3.70 1.36 -0.93 0.472
H -1.42 -1.83 2.21 0.212
H 3.94 0.87 -6.01 0.469
H 4.31 1.33 -2.33 0.466